{"formula": "C68H181N15O19", "method": "ωB97M-V/def2-TZVPD", "elements": ["C", "O", "C", "C", "N", "C", "C", "O", "C", "H", "H", "H", "H", "H", "H", "H", "H", "H", "H", "H", "H", "H", "H", "H", "C", "O", "C", "C", "N", "C", "C", "O", "C", "H", "H", "H", "H", "H", "H", "H", "H", "H", "H", "H", "H", "H", "H", "H", "C", "O", "C", "C", "N", "C", "C", "O", "C", "H", "H", "H", "H", "H", "H", "H", "H", "H", "H", "H", "H", "H", "H", "H", "C", "O", "C", "C", "N", "C", "C", "O", "C", "H", "H", "H", "H", "H", "H", "H", "H", "H", "H", "H", "H", "H", "H", "H", "C", "C", "C", "O", "C", "N", "H", "H", "H", "H", "H", "H", "H", "H", "H", "H", "H", "C", "C", "C", "O", "C", "N", "H", "H", "H", "H", "H", "H", "H", "H", "H", "H", "H", "C", "C", "C", "O", "C", "N", "H", "H", "H", "H", "H", "H", "H", "H", "H", "H", "H", "C", "C", "C", "O", "C", "N", "H", "H", "H", "H", "H", "H", "H", "H", "H", "H", "H", "C", "C", "C", "O", "C", "N", "H", "H", "H", "H", "H", "H", "H", "H", "H", "H", "H", "C", "C", "C", "O", "C", "N", "H", "H", "H", "H", "H", "H", "H", "H", "H", "H", "H", "C", "C", "C", "O", "C", "N", "H", "H", "H", "H", "H", "H", "H", "H", "H", "H", "H", "C", "C", "C", "O", "C", "N", "H", "H", "H", "H", "H", "H", "H", "H", "H", "H", "H", "C", "C", "C", "O", "C", "N", "H", "H", "H", "H", "H", "H", "H", "H", "H", "H", "H", "C", "C", "C", "O", "C", "N", "H", "H", "H", "H", "H", "H", "H", "H", "H", "H", "H", "C", "C", "C", "O", "C", "N", "H", "H", "H", "H", "H", "H", "H", "H", "H", "H", "H"], "positions_angstrom": [[6.063, 4.307, -7.891], [4.784, 4.709, -7.449], [4.706, 6.150, -7.399], [3.345, 6.804, -7.169], [2.958, 6.949, -5.747], [2.923, 5.671, -5.027], [2.348, 5.899, -3.574], [1.771, 4.735, -3.057], [2.690, 3.756, -2.658], [6.298, 4.935, -8.750], [6.094, 3.265, -8.209], [6.896, 4.425, -7.197], [5.136, 6.570, -8.308], [5.417, 6.473, -6.639], [2.589, 6.225, -7.699], [3.399, 7.799, -7.610], [2.034, 7.356, -5.757], [3.909, 5.221, -4.908], [2.303, 4.939, -5.544], [1.503, 6.582, -3.656], [3.099, 6.303, -2.895], [2.151, 2.885, -2.285], [3.334, 4.160, -1.877], [3.353, 3.376, -3.435], [-1.033, 2.000, 0.542], [-1.387, 2.834, 1.623], [-1.416, 2.318, 2.938], [-1.526, 3.482, 3.913], [-2.811, 4.230, 3.684], [-2.884, 5.395, 4.578], [-4.149, 6.260, 4.294], [-4.083, 6.670, 2.867], [-4.996, 7.675, 2.532], [-0.029, 1.607, 0.700], [-0.950, 2.677, -0.309], [-1.726, 1.201, 0.278], [-0.497, 1.769, 3.140], [-2.256, 1.628, 3.015], [-0.646, 4.076, 3.665], [-1.479, 3.137, 4.946], [-2.990, 4.527, 2.736], [-1.936, 5.922, 4.460], [-2.853, 5.048, 5.611], [-3.980, 7.125, 4.935], [-5.135, 5.867, 4.545], [-4.488, 8.334, 1.828], [-5.380, 8.151, 3.434], [-5.860, 7.179, 2.090], [-1.095, 5.216, -6.388], [-1.709, 4.289, -5.555], [-0.944, 3.857, -4.461], [-1.627, 2.639, -3.747], [-2.964, 3.004, -3.224], [-3.773, 1.777, -3.095], [-5.205, 2.161, -2.982], [-5.567, 2.859, -4.191], [-6.751, 3.672, -4.149], [-0.289, 4.725, -6.933], [-0.692, 6.122, -5.935], [-1.858, 5.510, -7.109], [-0.772, 4.714, -3.810], [0.013, 3.473, -4.815], [-0.988, 2.272, -2.944], [-1.811, 1.849, -4.475], [-3.434, 3.572, -3.914], [-3.376, 1.345, -2.176], [-3.701, 1.030, -3.886], [-5.307, 2.838, -2.134], [-5.799, 1.280, -2.737], [-6.762, 4.270, -3.238], [-7.611, 3.007, -4.224], [-6.739, 4.421, -4.941], [5.498, 3.034, 0.991], [4.475, 2.224, 1.430], [3.606, 1.733, 0.435], [4.177, 0.493, -0.359], [4.066, -0.740, 0.502], [4.660, -1.886, -0.185], [4.548, -3.045, 0.829], [3.279, -3.609, 0.642], [3.024, -4.654, 1.538], [6.450, 2.534, 0.808], [5.593, 3.702, 1.847], [5.210, 3.756, 0.227], [3.410, 2.421, -0.388], [2.695, 1.509, 0.991], [5.229, 0.619, -0.615], [3.555, 0.366, -1.245], [3.120, -1.005, 0.735], [5.692, -1.687, -0.476], [4.042, -2.063, -1.065], [4.743, -2.669, 1.833], [5.359, -3.747, 0.631], [3.599, -5.560, 1.346], [1.945, -4.780, 1.452], [3.181, -4.372, 2.580], [-6.277, -7.302, -1.298], [-5.022, -6.595, -1.569], [-4.616, -5.574, -0.408], [-3.360, -4.926, -0.652], [-2.791, -4.217, 0.451], [-4.025, -7.643, -1.673], [-6.112, -7.849, -0.369], [-6.566, -7.992, -2.091], [-7.112, -6.615, -1.163], [-4.976, -6.175, -2.574], [-4.597, -6.013, 0.589], [-5.348, -4.772, -0.312], [-2.448, -4.856, 1.264], [-3.543, -3.499, 0.776], [-1.817, -3.868, 0.107], [-4.234, -8.049, -2.574], [-3.082, -7.336, -1.864], [-5.143, -4.695, 3.292], [-3.917, -4.362, 4.106], [-3.600, -2.842, 4.280], [-3.155, -2.335, 3.008], [-2.638, -1.006, 3.166], [-4.059, -5.199, 5.309], [-5.226, -5.760, 3.072], [-5.039, -4.365, 2.258], [-6.059, -4.295, 3.727], [-3.000, -4.752, 3.665], [-2.880, -2.597, 5.061], [-4.494, -2.286, 4.563], [-2.461, -0.633, 2.157], [-1.684, -0.867, 3.673], [-3.378, -0.370, 3.651], [-3.188, -5.326, 5.804], [-4.659, -4.665, 5.921], [2.806, -4.571, 7.066], [1.600, -5.403, 6.622], [1.495, -5.594, 5.048], [1.360, -4.396, 4.309], [0.018, -3.834, 4.408], [1.608, -6.764, 7.245], [2.881, -3.678, 6.445], [3.779, -5.060, 7.100], [2.737, -4.235, 8.100], [0.711, -4.960, 7.070], [0.833, -6.433, 4.835], [2.459, -5.968, 4.703], [-0.015, -2.979, 3.732], [-0.232, -3.341, 5.348], [-0.846, -4.465, 4.200], [1.939, -6.757, 8.199], [2.276, -7.273, 6.684], [1.192, 1.536, -6.752], [2.456, 2.322, -6.656], [3.774, 1.435, -6.515], [3.604, 0.757, -5.259], [4.775, 0.049, -4.817], [2.636, 3.128, -7.835], [0.802, 1.004, -5.884], [1.113, 0.902, -7.634], [0.410, 2.248, -7.015], [2.341, 2.882, -5.728], [4.713, 1.985, -6.576], [3.880, 0.732, -7.342], [5.044, -0.750, -5.507], [4.713, -0.383, -3.818], [5.586, 0.776, -4.855], [1.963, 3.843, -8.072], [3.516, 3.607, -7.712], [1.134, -0.940, 5.789], [0.733, 0.304, 6.556], [-0.636, 0.283, 7.258], [-1.710, 0.012, 6.374], [-2.973, -0.088, 6.970], [1.798, 0.599, 7.500], [0.334, -1.205, 5.098], [1.449, -1.760, 6.434], [2.037, -0.741, 5.211], [0.610, 1.163, 5.897], [-0.713, 1.329, 7.553], [-0.688, -0.459, 8.054], [-3.246, 0.725, 7.642], [-2.911, -0.955, 7.627], [-3.743, -0.249, 6.214], [2.670, 0.647, 6.993], [1.805, -0.122, 8.208], [-6.792, -1.877, -3.907], [-6.436, -2.787, -2.700], [-6.151, -2.076, -1.405], [-4.963, -1.313, -1.537], [-4.497, -0.845, -0.274], [-7.568, -3.702, -2.507], [-7.576, -1.191, -3.587], [-7.165, -2.465, -4.745], [-5.898, -1.293, -4.127], [-5.590, -3.392, -3.027], [-6.068, -2.805, -0.599], [-6.965, -1.379, -1.205], [-4.712, -1.539, 0.539], [-5.122, 0.032, -0.108], [-3.427, -0.643, -0.327], [-8.387, -3.178, -2.779], [-7.629, -3.745, -1.500], [1.091, 6.620, 6.767], [0.682, 5.364, 5.918], [1.907, 4.807, 5.184], [1.589, 3.599, 4.495], [2.685, 3.148, 3.633], [0.116, 4.323, 6.792], [0.218, 7.015, 7.289], [1.529, 7.387, 6.129], [1.884, 6.434, 7.491], [0.047, 5.640, 5.076], [2.760, 4.668, 5.848], [2.287, 5.475, 4.411], [2.991, 3.882, 2.887], [2.207, 2.409, 2.989], [3.550, 2.774, 4.180], [0.168, 3.503, 6.204], [0.777, 4.229, 7.549], [4.681, -1.514, 4.642], [4.658, -0.047, 4.286], [5.340, 0.810, 5.364], [4.778, 0.729, 6.652], [5.472, 1.588, 7.589], [5.379, 0.025, 3.052], [5.697, -1.907, 4.674], [4.055, -1.923, 3.849], [4.199, -1.760, 5.588], [3.627, 0.279, 4.149], [5.436, 1.864, 5.106], [6.313, 0.350, 5.538], [6.543, 1.399, 7.665], [4.955, 1.433, 8.536], [5.292, 2.609, 7.250], [4.978, -0.465, 2.266], [5.456, 0.926, 2.603], [-3.781, -3.395, -5.272], [-2.627, -2.632, -4.588], [-2.229, -1.352, -5.323], [-1.931, -1.675, -6.720], [-1.720, -0.472, -7.442], [-2.888, -2.562, -3.221], [-4.148, -4.213, -4.653], [-3.553, -3.738, -6.282], [-4.676, -2.786, -5.398], [-1.695, -3.198, -4.601], [-1.305, -0.979, -4.882], [-3.073, -0.683, -5.155], [-2.636, -0.005, -7.803], [-1.159, -0.699, -8.349], [-1.251, 0.314, -6.850], [-3.153, -3.440, -2.797], [-3.749, -2.093, -2.977], [0.483, -0.265, -2.415], [0.674, -1.605, -1.641], [0.273, -1.611, -0.131], [1.115, -0.700, 0.590], [1.099, -0.826, 2.053], [-0.109, -2.600, -2.347], [-0.521, 0.156, -2.355], [0.686, -0.441, -3.471], [1.146, 0.510, -2.032], [1.706, -1.936, -1.749], [0.539, -2.617, 0.195], [-0.789, -1.427, 0.034], [1.626, -1.754, 2.276], [0.118, -0.732, 2.517], [1.746, -0.018, 2.396], [0.189, -2.697, -3.307], [-1.102, -2.434, -2.432], [3.924, -6.004, -2.278], [2.893, -4.924, -2.725], [2.283, -4.990, -4.143], [1.675, -3.754, -4.410], [2.549, -2.728, -4.905], [1.874, -4.886, -1.682], [4.444, -5.874, -1.329], [4.756, -5.902, -2.975], [3.562, -7.031, -2.329], [3.379, -3.951, -2.660], [1.501, -5.749, -4.155], [3.002, -5.297, -4.903], [3.387, -2.448, -4.266], [2.067, -1.790, -5.178], [3.111, -3.172, -5.726], [1.272, -4.098, -1.873], [2.233, -4.628, -0.774]], "atomic_forces_ev_per_a": [[0.351, 0.282, -0.813], [0.239, 0.891, 0.385], [0.786, 0.182, 0.373], [0.116, -0.773, 0.708], [0.921, -0.369, -0.412], [-0.491, 0.549, 1.207], [-0.233, -0.217, -1.558], [-0.197, -0.539, 0.025], [0.314, -0.205, 0.236], [0.308, -0.164, -0.314], [-0.555, 0.003, 0.065], [-0.259, 0.277, 0.616], [-0.184, -0.225, -0.482], [-0.090, 0.191, 0.443], [-0.151, -0.117, -0.362], [-0.045, -0.013, 0.015], [-0.168, 0.025, 0.262], [0.209, 0.251, -0.407], [-0.262, -0.200, 0.040], [0.128, 0.315, 0.078], [0.158, 0.139, 0.008], [-0.185, 0.177, 0.107], [0.122, -0.004, 0.335], [-0.048, 0.141, -0.491], [0.766, 0.768, 0.239], [-0.394, 0.624, -0.144], [-0.197, -0.344, -0.228], [-1.323, 0.365, -1.844], [0.356, -0.698, 1.450], [-0.833, -1.012, -1.015], [2.043, 0.596, -1.143], [0.700, -0.988, 2.243], [-0.434, -0.731, 0.134], [0.073, -0.475, 0.044], [-0.199, -0.073, -0.139], [-0.293, -0.147, 0.332], [0.325, -0.189, 0.124], [-0.194, -0.087, 0.270], [0.072, 0.387, 0.346], [-0.128, 0.011, -0.049], [0.555, -0.149, -0.175], [-0.243, 1.036, -0.074], [-0.384, -0.032, 0.168], [-0.301, 0.513, -0.126], [0.176, -0.607, -0.166], [-0.375, 0.264, 0.127], [0.229, 0.627, -0.076], [-0.247, 0.291, -0.467], [-0.113, -0.283, -0.814], [-0.950, -0.267, 0.347], [-0.028, -1.152, 0.493], [-0.824, 1.854, -0.605], [0.374, -0.798, -0.509], [0.682, 0.915, 0.677], [-0.603, 0.893, 0.350], [-0.086, -0.050, 0.079], [0.829, -0.602, 0.534], [0.371, 0.018, -0.198], [-0.055, 0.050, 0.587], [0.098, 0.108, -0.054], [0.089, -0.158, 0.409], [0.399, 0.156, -0.040], [0.068, 0.049, -0.007], [0.652, -0.232, -0.340], [0.102, 0.211, -0.291], [-0.530, -0.606, 0.143], [0.485, 0.067, -0.440], [-0.117, 0.283, 0.128], [-0.432, -0.160, -0.487], [-0.210, -0.203, 0.367], [-0.314, 0.313, 0.049], [0.179, -0.475, -0.363], [0.386, 1.731, 1.145], [-1.020, -0.532, -0.689], [0.830, -1.450, -1.012], [-1.775, -0.787, 2.589], [1.677, 1.168, -0.987], [-0.767, 0.081, 1.453], [1.016, 0.467, -1.722], [0.536, 0.302, 0.457], [-1.030, 0.109, 0.601], [-0.058, -0.118, -0.316], [0.903, 0.142, 0.166], [-0.057, -0.457, -0.719], [-0.138, 0.827, 0.494], [-0.165, -0.320, -0.523], [-0.046, 0.163, -0.076], [0.088, 0.112, -0.452], [-0.360, 0.522, -0.455], [0.023, 0.054, 0.095], [0.253, -0.682, -0.444], [-0.389, 0.068, 0.200], [-0.054, -0.602, -0.107], [-0.035, -0.115, -0.338], [0.055, -0.737, 0.046], [0.247, 0.261, 0.104], [-1.538, 0.140, 0.791], [2.432, 1.374, 0.498], [0.154, 0.343, -0.811], [0.106, -0.922, -0.512], [-0.169, -0.833, -0.754], [0.960, -1.230, -0.176], [-0.297, -0.251, -0.026], [0.212, -0.048, 0.009], [-0.110, 0.062, 0.021], [-0.735, 1.343, 0.253], [0.075, -0.783, -0.089], [-0.568, 0.043, -0.272], [-0.739, -0.489, 0.367], [0.636, 0.423, 0.321], [-0.408, 0.881, -0.368], [-0.174, -0.812, -0.060], [0.232, 0.781, 0.524], [0.309, 0.237, -1.631], [1.061, -0.579, 0.368], [-0.698, -0.376, -0.729], [0.643, 0.312, 1.148], [-0.562, -0.088, -1.002], [-0.131, 1.044, 0.429], [-0.057, -0.200, 0.914], [-0.158, 0.900, 0.031], [-0.009, -0.101, 0.023], [-0.154, -0.053, -0.694], [0.438, -0.482, 0.080], [-0.459, 0.066, 0.069], [-0.200, 0.050, -0.117], [0.022, -0.675, 0.531], [-0.070, 0.129, 0.079], [0.242, 0.122, 0.040], [-0.305, -0.289, 0.577], [0.057, 0.590, -0.027], [0.194, -0.874, 0.510], [1.407, 0.128, 1.477], [-2.455, -0.100, 0.601], [0.471, 1.010, -0.175], [-0.120, 0.380, -1.351], [0.149, 0.090, -0.038], [-0.071, -0.496, -0.722], [-0.574, 0.115, 0.113], [-0.212, 0.456, -0.580], [-0.845, 0.464, -0.201], [0.370, -0.086, 0.215], [0.105, -0.290, -0.439], [0.555, -0.400, 0.605], [0.485, -0.723, -0.366], [0.110, 0.209, 0.028], [0.245, -0.585, 0.296], [-1.480, -0.313, -0.986], [1.187, -0.872, 0.177], [-1.677, -0.082, 0.682], [0.554, -0.492, 0.257], [0.027, 0.882, -1.077], [0.690, -0.218, -0.461], [0.581, -0.019, 0.201], [0.607, -0.470, 0.050], [-0.268, 0.425, 0.308], [0.454, 0.308, 0.310], [0.002, 0.640, 0.542], [-0.496, -0.355, -0.157], [-0.107, -0.212, -0.180], [-0.603, 0.341, -0.004], [0.415, -0.065, 0.298], [-0.522, -0.257, 0.437], [-0.178, 0.161, -0.383], [-0.388, 0.272, -0.728], [-0.083, -0.552, -0.125], [0.125, 0.213, -0.383], [0.501, 0.373, -1.362], [0.440, -0.727, 0.865], [-0.960, 0.963, 0.474], [0.085, -0.387, 0.001], [-0.542, -0.157, 0.218], [-0.070, 0.221, -0.201], [0.420, -0.006, -0.492], [-0.340, -0.087, 1.009], [0.202, 0.160, 0.552], [0.097, 0.554, -0.285], [-0.503, -0.434, 0.161], [0.216, 0.129, -0.048], [0.359, -0.176, 0.294], [0.445, -0.109, 0.018], [0.578, 0.072, 1.441], [-0.564, -0.339, -1.762], [0.529, 0.907, -0.854], [0.437, -0.931, 0.338], [-0.932, 0.368, -0.517], [0.168, 0.336, 0.504], [-0.135, 0.173, -0.070], [0.329, 0.017, -0.024], [-0.190, 0.094, -0.500], [0.294, 0.004, 0.361], [0.089, -0.045, 0.210], [-0.454, -0.003, 0.314], [0.182, -0.295, -0.019], [0.521, 0.542, 0.609], [-0.146, 0.136, -0.083], [-0.437, -0.118, -0.079], [-0.551, -0.761, 0.323], [-0.246, -0.558, -0.965], [1.576, 0.426, 0.462], [0.645, 0.016, -0.601], [1.181, -0.182, -0.332], [-1.759, 0.208, 0.022], [-0.263, 0.965, -0.834], [0.061, 0.034, -0.054], [-0.310, 0.144, -0.190], [-0.130, -0.535, 0.170], [-0.685, 0.106, 0.572], [0.092, -0.329, 0.492], [-0.178, 0.659, -0.033], [0.105, 0.636, 0.395], [0.266, -0.533, 0.402], [-0.156, -0.067, 0.087], [-0.053, -0.619, 0.407], [0.055, -0.419, 0.215], [-0.929, -0.074, 0.403], [0.182, 0.401, 0.673], [0.891, -0.720, 0.159], [-0.525, 0.161, 0.841], [-1.441, -0.408, -0.803], [1.656, 0.637, -0.710], [-0.068, 0.014, -0.354], [0.310, -0.858, 0.019], [-0.079, 0.177, 0.091], [-0.462, 0.150, 0.290], [0.109, 0.149, -0.446], [0.697, 0.328, -0.813], [0.027, -0.253, -0.107], [0.277, 0.055, 0.034], [0.254, 0.295, 0.186], [-0.568, -0.728, 0.191], [-0.148, 0.486, 0.811], [-0.004, 0.210, -0.805], [0.475, -2.087, -2.155], [-0.171, -1.089, -0.042], [-0.656, 0.953, 1.420], [-0.290, 0.048, -0.434], [-1.020, 1.655, 2.868], [0.457, -0.303, -0.019], [0.185, -0.201, 0.092], [0.089, 0.537, 0.076], [-0.022, -0.724, -0.682], [-0.100, 0.422, 0.194], [0.055, 0.682, -0.675], [-0.547, -0.213, 0.142], [0.328, -0.067, 0.242], [0.463, -0.207, 0.101], [0.807, -0.857, -0.232], [-0.049, 1.062, -0.236], [0.597, 0.081, 1.017], [-1.480, 1.045, -0.783], [1.574, -0.209, -0.648], [-0.792, 0.351, 0.778], [0.760, 0.084, -1.766], [-0.035, -1.018, 0.345], [-0.262, -0.375, 0.204], [0.203, 0.057, -0.004], [0.232, 0.190, -0.100], [0.306, 0.242, 0.365], [-0.340, -0.314, 0.233], [-0.156, 0.177, -0.052], [-0.357, -0.337, 0.429], [-0.064, -0.171, -0.250], [-0.125, 0.109, 0.146], [0.507, -0.155, 0.022], [-0.427, 0.473, 0.525], [0.478, 0.428, -1.717], [0.781, -0.321, 1.989], [0.198, -0.612, 1.401], [-0.117, 1.450, -0.549], [0.936, -1.114, -0.168], [-1.218, -0.150, -0.409], [-0.728, 0.460, 0.369], [0.206, -0.401, -0.350], [-0.259, 0.108, -0.021], [0.748, 0.166, -0.429], [-0.208, 0.085, 0.061], [0.362, 0.297, -0.127], [-0.252, -0.072, 0.938], [-0.539, -0.449, -0.063], [-0.283, 0.253, -0.754], [-0.836, -0.077, -0.308], [0.726, -0.284, -0.229]], "mulliken_charge": [-1.0341, -0.2969, -0.9305, -0.5645, -0.4217, 0.0649, -0.7849, -0.1423, 0.1287, 0.3670, 0.3288, 0.3480, 0.6367, 0.4024, 0.2303, 0.4565, 0.3071, 0.2084, -0.0100, 0.3476, 0.2332, -0.4836, 0.2849, 0.0734, 0.1847, -0.4777, 0.6930, -0.6068, -0.3194, -0.3546, -0.7367, -0.3132, -0.7652, -0.2448, 0.4300, -0.0917, -0.2742, -0.1451, 0.1216, 0.2680, 0.4186, 0.0493, 0.3470, 0.4396, 0.4259, 0.2071, 0.3369, 0.2716, -0.5993, -0.4221, -0.0487, 0.7415, -0.4969, 1.0893, -0.9259, -0.3296, -0.8298, 0.0687, 0.2781, 0.3418, 0.3825, -0.1607, -0.5056, -0.0893, 0.4781, -0.2569, -0.4067, 0.5001, 0.3969, 0.3333, 0.2798, 0.2578, -1.0038, 0.2856, 1.0822, -0.2244, 0.7995, -0.5270, -1.0878, 0.7248, -0.9544, 0.2647, 0.3088, 0.2984, -0.3468, -1.1841, 0.7642, -0.1923, -0.6584, 0.4933, 0.0959, 0.0362, 0.4365, 0.3095, 0.3736, 0.0037, -1.5469, 1.0628, -0.4850, -0.4666, 0.2471, -0.8850, 0.3976, 0.4127, 0.2466, 0.0244, 0.4258, -0.1416, 0.4650, -0.1642, -0.1599, 0.3008, 0.2873, -1.0545, 0.7125, -0.6767, 0.0427, 0.3126, -0.6495, 0.3392, -0.1143, 0.4333, -0.3437, 0.2342, 0.4504, -0.3833, -0.3395, 0.6025, 0.2575, 0.2905, -1.0882, 0.9356, -1.1958, 0.1522, -1.0144, -0.7679, -0.0624, 0.4103, 0.3865, 0.0202, 0.3339, 0.5031, -0.1630, 0.2428, 0.8625, 0.2727, 0.2805, -1.8477, 3.6236, -1.4136, 0.2843, -0.8954, -0.6960, -0.0825, 0.2791, 0.4773, -1.5644, 0.3621, 0.4043, 0.3683, -0.0068, 0.3759, 0.3692, 0.2122, 1.1791, 2.5168, -1.7258, 0.1060, -1.0253, -0.6512, -1.3138, 0.6396, -0.9840, -1.1670, 0.4736, 0.4805, 0.3604, 0.3758, 0.1818, 0.0977, 0.3534, -1.9882, 2.1052, -1.0413, 0.3817, -1.0841, -0.7059, 0.6087, 0.4233, 0.2475, -0.8399, 0.1058, 0.2233, 0.3855, 0.3348, 0.0051, 0.3334, 0.3015, -1.7664, 1.3386, -1.2425, 0.3307, -0.6468, -0.3851, 0.4307, 0.3792, 0.3968, -0.3153, 0.3096, 0.5143, 0.6083, -0.5158, 0.2328, -0.0988, 0.3616, -1.6449, 3.1044, -1.5337, -0.2947, -0.8987, -0.8292, 0.5651, 0.0520, 0.2659, -1.1750, 0.5225, 0.4201, 0.3248, 0.2768, 0.2910, -0.1496, 0.4891, -1.6725, 0.3119, 0.4821, -0.4758, -0.4687, 0.9875, 0.3293, 0.4326, 0.2892, 0.1478, -0.1772, 0.1323, 0.3165, 0.3564, -0.0275, -0.1248, -1.1528, 0.1217, 2.0434, -0.2774, 1.9835, -0.6420, -0.0008, -0.2131, 0.0378, -0.6045, -0.4497, -0.0429, -0.6109, -0.0204, 0.0386, -0.2665, -0.4375, 0.0060, -1.6936, 1.9722, -1.0517, -0.0915, -0.6926, -0.6572, 0.3147, 0.4409, 0.3347, -0.6907, 0.3269, 0.4107, 0.2233, -0.0367, 0.5934, -0.0588, 0.3118], "spin_multiplicity": 1, "homo_energy_ev": -8.1030, "gap_ev": 8.5425, "energy_ha": -4949.76799}